Formula: C48H131N11O12
Source: the OMol25 dataset
Level of theory: wB97M-V/def2-TZVPD

```
202
Properties=species:S:1:pos:R:3:forces:R:3
C -14.0911 23.3261 11.4815 0.19 0.71 -1.64
O -14.0750 22.0328 11.9661 -0.29 -0.67 1.86
C -14.5341 22.0194 13.3430 -0.21 -0.60 -2.00
C -14.8041 20.6042 13.7832 0.37 0.04 -0.02
C -15.1104 20.7662 15.2282 -1.55 -0.72 1.65
N -13.6676 19.7136 13.6527 -0.23 -0.37 -2.41
H -13.4395 23.2903 10.5771 -0.27 0.51 0.70
H -13.7497 24.0652 12.2291 0.08 -0.20 -0.39
H -15.0976 23.6239 11.1135 0.29 -0.07 0.38
H -13.8012 22.4712 14.0006 0.28 0.39 0.09
H -15.4933 22.5316 13.3803 -0.04 0.48 0.13
H -15.6371 20.2078 13.1725 0.25 0.06 0.43
H -14.1866 21.0437 15.7686 -0.45 -0.34 -0.04
H -15.6387 19.8840 15.6979 0.98 0.70 -0.43
H -15.8214 21.5890 15.3547 0.09 0.05 0.14
H -13.3194 19.8575 12.6845 0.01 -0.33 0.88
H -12.9226 19.9398 14.2721 0.54 0.36 0.60
C -13.0398 14.4345 24.1998 -1.41 -0.22 0.49
O -12.1164 14.0350 23.2412 1.06 -0.12 -0.62
C -12.5609 12.9701 22.4146 -1.80 0.35 -1.28
C -11.6715 12.7055 21.1735 0.94 -0.28 1.96
C -11.7296 13.8337 20.1876 -1.04 -0.89 0.41
N -11.9765 11.4342 20.5279 -0.98 -0.26 0.57
H -13.4348 13.6066 24.7902 0.46 -0.42 0.34
H -13.9638 14.8161 23.7797 -0.24 0.37 -0.72
H -12.7110 15.2196 24.8829 0.73 -0.23 -0.31
H -12.6665 12.0433 22.9804 -0.05 -0.09 0.25
H -13.5728 13.2569 21.9917 0.60 -0.41 0.54
H -10.6901 12.6213 21.6475 0.56 0.39 -0.24
H -11.5914 14.7587 20.7105 0.03 0.58 0.04
H -12.7350 13.7591 19.7382 0.38 0.40 -0.22
H -10.9580 13.6702 19.4703 0.49 0.18 -0.80
H -11.8385 10.6266 21.1369 0.00 0.43 -0.01
H -11.4006 11.2690 19.7215 0.23 0.06 -0.48
C -17.8659 16.1853 10.8909 -0.71 0.09 1.05
O -16.6681 15.6758 11.3999 0.80 0.04 0.16
C -16.1235 16.2611 12.5937 0.69 -0.34 -0.30
C -14.6350 15.7645 12.6700 -0.10 1.31 -0.87
C -14.4962 14.2693 12.7982 -0.94 -0.56 0.12
N -13.8828 16.4414 13.7460 -0.38 1.08 -0.35
H -17.9382 17.2524 11.0556 0.10 0.56 -0.13
H -18.7470 15.7611 11.4077 0.22 -0.09 -0.14
H -17.9572 15.9807 9.8327 0.23 -0.17 -0.20
H -16.1039 17.3743 12.5698 -0.18 -0.47 -0.25
H -16.7116 15.9521 13.4697 0.12 -0.02 -0.17
H -14.1661 16.1154 11.7123 -0.59 -0.61 0.28
H -15.1500 13.8698 13.6002 0.30 0.29 -0.24
H -13.4818 13.9900 13.0280 0.53 -0.02 0.18
H -14.7698 13.7441 11.8787 -0.10 0.19 0.03
H -12.9559 16.0545 13.6937 0.56 -0.47 0.39
H -13.7048 17.4342 13.4645 -0.64 -0.84 0.54
C -14.1357 11.5043 15.1211 -0.50 0.71 -0.04
O -13.1618 10.4879 15.1879 0.15 0.33 0.51
C -12.6248 10.4281 16.4893 0.70 -0.22 1.06
C -11.3957 9.4924 16.5740 0.00 1.14 1.17
C -11.7351 8.1037 16.1719 -0.96 0.00 -1.55
N -11.0305 9.5732 18.0229 0.10 1.00 -1.28
H -15.0034 11.2338 15.7464 -0.09 -0.10 -0.40
H -14.4193 11.7048 14.0630 0.15 -0.43 0.78
H -13.7957 12.4634 15.5674 0.20 -0.40 -0.31
H -12.2846 11.4046 16.8877 -0.20 -0.01 -0.60
H -13.3528 10.1023 17.3027 0.24 0.01 -1.13
H -10.5453 9.8915 15.9804 -0.56 -0.06 0.29
H -12.1828 8.1862 15.1567 0.61 -0.46 0.26
H -12.5729 7.7616 16.7684 0.04 -0.38 0.50
H -10.8833 7.4268 16.2019 -0.13 -0.10 -0.04
H -11.7615 9.1083 18.5200 -0.30 -0.56 0.59
H -10.1550 9.1162 18.1691 0.41 -0.46 0.28
C -17.0671 9.1013 16.5272 0.09 -0.64 -0.19
O -16.8590 8.6841 17.8767 -0.22 -0.12 -0.97
C -16.3836 7.3537 17.9916 -1.08 -0.21 0.41
C -15.6991 7.2158 19.3189 0.00 0.71 0.67
C -16.7246 7.5469 20.4654 -0.18 -0.41 -1.45
N -14.4169 8.0250 19.3342 -1.26 -2.19 0.86
H -17.4190 10.1108 16.5849 -0.19 0.62 -0.06
H -17.7718 8.5298 15.8632 0.24 0.04 1.12
H -16.1149 9.0681 16.0086 0.37 0.18 -0.24
H -17.2561 6.6685 18.0103 0.31 0.14 -0.25
H -15.7313 7.0545 17.1785 0.27 0.19 -0.34
H -15.4544 6.1685 19.4153 0.37 -0.39 0.09
H -17.5656 6.8185 20.4949 0.41 0.50 -0.42
H -17.1047 8.5598 20.3671 -0.14 0.04 -0.13
H -16.2938 7.4568 21.4200 0.95 -0.05 1.30
H -14.2476 8.1727 20.3249 0.37 0.51 -0.26
H -14.6050 8.8804 18.8741 -0.23 1.25 -0.16
C -20.0629 18.7154 21.5798 -0.57 1.59 -0.05
O -19.1007 18.4458 20.6151 0.91 -0.39 -0.84
C -19.5579 17.8256 19.4264 -1.67 -0.02 -0.52
C -18.4099 17.3685 18.5305 -0.44 0.28 -0.06
C -17.5968 18.5209 17.9718 -0.37 1.19 -0.13
N -18.9752 16.5658 17.4224 0.51 0.16 0.46
H -20.7302 19.5857 21.3288 0.35 -0.74 -0.28
H -19.5310 19.0651 22.4558 0.11 -0.33 0.35
H -20.6730 17.8560 21.7834 -0.35 -0.56 0.31
H -20.2086 16.9266 19.6493 0.58 0.66 0.09
H -20.2327 18.5267 18.8665 0.51 -0.36 0.27
H -17.7847 16.7492 19.1783 0.34 -0.02 0.05
H -16.6405 18.1309 17.6506 0.41 0.13 -0.04
H -17.4535 19.3491 18.7338 -0.09 -0.99 -0.87
H -18.0852 18.9418 17.0434 0.27 -0.35 1.06
H -19.3965 15.7621 17.8722 -0.24 -0.37 -0.27
H -18.1917 16.2076 16.8466 -0.35 0.24 0.29
C -10.5731 16.8008 17.7110 -0.50 0.23 0.09
O -10.5336 15.9438 16.6199 1.78 0.82 0.04
C -11.4557 14.9448 16.5494 -1.52 -0.82 -0.41
C -10.9417 13.9677 15.5163 -1.20 -0.76 -1.17
C -9.8240 13.0709 16.0582 0.70 1.28 -0.47
N -10.7303 14.7685 14.2984 2.33 0.06 -1.13
H -9.5815 17.1952 17.8077 0.61 0.15 0.46
H -10.9189 16.2904 18.6103 0.21 -0.05 0.17
H -11.2223 17.6622 17.5453 -0.38 0.07 -0.10
H -11.6231 14.4188 17.5032 -0.02 0.29 -0.04
H -12.3962 15.3837 16.1724 -0.09 -0.37 0.26
H -11.7900 13.3543 15.1936 -0.06 -0.30 0.48
H -9.2009 12.5746 15.2877 -0.64 0.05 0.37
H -10.1560 12.4065 16.8411 -0.34 -0.55 -0.05
H -9.1824 13.7781 16.5678 0.70 0.09 0.18
H -10.2669 14.1967 13.5334 -0.83 0.77 1.32
H -10.0484 15.5397 14.4983 -0.83 -0.94 -0.16
C -17.2584 10.0332 12.7202 -0.61 -0.03 -0.67
O -18.3366 10.6980 13.3231 -1.09 -0.70 0.43
C -18.0603 11.8924 14.0069 0.50 0.15 -1.10
C -19.3005 12.5921 14.4680 -0.17 -0.36 0.63
C -20.0630 13.0143 13.2676 0.17 -0.31 -1.31
N -18.8938 13.7820 15.2336 -0.61 -0.05 0.33
H -17.6285 9.1464 12.1631 -0.01 0.55 0.53
H -16.4729 9.7123 13.3913 0.23 0.02 0.50
H -16.8731 10.7217 11.9946 0.84 0.28 -0.64
H -17.4249 11.6920 14.8234 1.05 -0.28 1.32
H -17.5280 12.6156 13.3561 -0.03 -0.21 0.02
H -19.9339 11.9779 15.1159 0.14 -0.57 -0.15
H -20.0061 12.2731 12.4318 -0.38 0.40 0.88
H -19.5146 13.8752 12.9233 -0.04 0.70 -0.45
H -21.0692 13.2931 13.5177 -0.55 0.14 -0.14
H -19.7621 14.3389 15.3202 0.53 0.07 0.02
H -18.7323 13.4685 16.1938 0.18 0.21 -0.13
C -20.3070 13.0224 18.7129 -1.19 0.83 -0.83
O -20.9886 14.1236 18.0553 -0.46 -1.21 -0.31
C -22.1670 13.6558 17.3263 0.57 1.02 1.81
C -22.6713 14.8081 16.4871 0.61 -0.04 0.31
C -23.6735 14.3537 15.4666 -1.14 -0.09 1.08
N -21.5690 15.4393 15.7806 -0.26 -0.87 -0.74
H -21.0001 12.5961 19.4517 0.28 -0.26 -0.13
H -19.4800 13.4861 19.2330 0.45 -0.28 0.02
H -20.0117 12.2719 17.9410 0.04 0.34 0.72
H -21.9282 12.7754 16.7605 0.35 -0.46 -0.66
H -22.9347 13.3653 18.0729 0.19 0.07 -0.30
H -23.1624 15.5342 17.1405 -0.09 -0.08 0.29
H -23.2396 13.8099 14.6624 0.56 -0.23 -0.80
H -24.1642 15.2611 15.1520 -0.39 0.07 -0.69
H -24.4386 13.6921 15.9027 0.15 0.29 0.01
H -21.9529 15.9477 15.0094 0.00 0.41 -0.48
H -21.0053 16.0567 16.3170 0.52 0.54 0.75
C -17.6354 11.5251 21.7599 -0.99 -1.17 -1.31
O -17.6479 12.8514 21.3432 0.77 1.20 0.73
C -16.7960 13.7508 22.1720 -2.42 -0.27 -0.81
C -16.9170 15.0962 21.4988 -1.00 0.76 0.47
C -15.9968 16.1865 22.0455 0.62 -0.14 -1.61
N -18.3333 15.6168 21.6365 0.94 -1.10 -0.36
H -18.3504 10.9291 21.1095 0.76 0.82 0.54
H -17.9751 11.3757 22.7622 -0.21 0.14 0.98
H -16.6670 11.0535 21.6490 0.54 -0.08 0.00
H -17.2346 13.7949 23.1866 0.43 -0.16 -0.26
H -15.7874 13.4076 22.1328 0.85 -0.44 0.21
H -16.6271 14.9191 20.4542 -0.10 0.11 -0.08
H -16.2124 17.0501 21.3897 0.30 -0.02 0.47
H -14.9291 15.9282 21.8832 -0.57 0.06 0.14
H -16.1406 16.4763 23.0668 -0.33 -0.05 0.61
H -18.3863 16.5585 21.2525 -0.01 -0.20 0.05
H -18.9578 15.0000 21.1027 0.28 0.41 0.30
C -15.2642 11.9546 18.9742 -0.01 0.66 0.75
O -14.9344 13.1432 18.2884 -0.05 -0.37 -0.18
C -15.9303 13.6891 17.4587 0.05 0.53 0.34
C -15.2860 14.9190 16.8703 -0.62 0.03 -1.27
C -14.8916 15.9034 17.9396 -0.49 0.54 -0.04
N -16.2796 15.5301 15.9525 0.30 -0.25 1.19
H -14.3333 11.6395 19.4589 -0.27 -0.20 -0.04
H -15.6550 11.2096 18.3112 -0.08 -0.73 -0.63
H -16.0504 12.1334 19.7259 0.23 0.09 -0.09
H -16.2529 13.0351 16.6197 0.13 -0.13 0.53
H -16.8122 14.0276 18.0386 0.02 -0.41 -0.04
H -14.4010 14.5406 16.3476 0.12 0.23 -0.21
H -14.4673 16.8339 17.5227 -0.06 -0.41 -0.02
H -14.1687 15.4569 18.6284 -0.29 0.15 0.08
H -15.8571 16.1841 18.4108 0.74 -0.07 0.31
H -16.7896 14.8392 15.4027 0.24 0.29 -0.14
H -15.8271 16.2420 15.4051 0.12 -0.05 -0.50
C -13.8058 20.9427 19.0956 0.16 -0.79 -0.03
C -13.8330 19.4225 19.3828 0.17 1.91 -0.50
O -12.8742 19.1548 20.3343 0.60 -0.65 1.23
C -12.6933 17.7592 20.5280 -0.58 -0.89 -1.06
C -11.2830 17.5602 21.0142 0.06 2.14 0.17
H -14.4277 21.0675 18.2369 -0.21 0.36 -0.99
H -14.3450 21.4572 19.8579 -0.15 0.44 0.90
H -12.8175 21.4360 18.9624 -0.56 -0.77 0.01
H -14.8521 19.1509 19.6684 -0.11 -0.19 0.23
H -13.5718 18.8628 18.5032 -0.07 -0.28 -0.87
H -13.4045 17.3605 21.2582 -0.08 0.15 0.07
H -12.9565 17.2720 19.5578 0.46 -0.02 0.56
H -10.5786 18.0150 20.2979 -0.15 -0.44 0.17
H -10.9361 16.6098 21.3750 -0.24 -0.46 -0.01
H -11.3283 18.2826 21.8437 0.74 -0.38 0.23
```
Positions in Å, forces in eV/Å.

The energy is -3412.36542 Ha. For the HOMO energy, the calculation gives -8.5 eV. The orbital gap comes out at 0.337 hartree.